2 unconnected molecules or ions with the total composition C22H19F3O2, computed with ωB97M-V with the def2-TZVPD basis set.

```
46
Properties=species:S:1:pos:R:3:mulliken_charge:R:1
C 6.05135 -3.42405 -0.98617 -0.798
O 5.66850 -2.03766 -1.10516 -0.411
C 4.39062 -1.64811 -0.86718 0.882
C 4.13850 -0.25302 -0.97656 -0.707
C 2.88086 0.24780 -0.74566 -0.615
C 1.77674 -0.61076 -0.45626 0.843
C 0.47446 -0.04617 -0.45901 -0.357
C -0.72300 -0.79514 -0.58802 0.220
C -1.98813 -0.28514 -0.15776 -0.096
C -3.15512 -1.00370 -0.31077 -0.828
C -3.14230 -2.28998 -0.87234 1.188
C -4.41285 -3.06588 -1.02408 -1.436
C -1.91804 -2.81720 -1.30787 -0.833
C -0.74782 -2.08250 -1.20838 -0.816
C 2.07804 -1.98901 -0.21044 -0.812
C 3.33407 -2.51718 -0.47623 -0.329
H 7.13155 -3.41987 -1.14171 0.246
H 5.82075 -3.82318 0.01178 0.339
H 5.57250 -4.03764 -1.76234 0.339
H 4.96799 0.38787 -1.25990 0.429
H 2.68481 1.31632 -0.81664 0.447
H 0.43332 1.03358 -0.52518 0.293
H -2.00522 0.68363 0.33880 0.234
H -4.11295 -0.58143 0.01123 0.395
H -4.22111 -4.14099 -1.05187 0.377
H -5.10035 -2.85355 -0.19941 0.373
H -4.92628 -2.79714 -1.95497 0.282
H -1.89964 -3.82466 -1.73405 0.340
H 0.17027 -2.49629 -1.62509 0.675
H 1.30413 -2.65374 0.17641 0.730
H 3.52686 -3.59208 -0.39582 0.369
F -2.09097 2.75718 4.38177 -0.312
C -1.42735 2.34959 3.26345 1.045
F -0.10998 2.20171 3.60597 -0.272
F -1.90797 1.09851 2.95530 -0.250
C -1.60468 3.29190 2.13183 0.023
C -0.79868 2.98448 0.94432 0.335
O -0.14732 1.90462 0.85220 -0.912
C -0.86748 3.97579 -0.09822 -0.657
C -1.71562 5.06386 -0.01113 -0.424
C -2.54820 5.25524 1.10224 -0.503
C -2.48982 4.35300 2.17533 -0.449
H -0.23914 3.81710 -0.97423 0.322
H -1.74339 5.77820 -0.83590 0.349
H -3.23272 6.10473 1.13756 0.346
H -3.12923 4.48093 3.05010 0.399
```

**F_max**: 0.0404 hartree/bohr
**M**: 372.39 g mol⁻¹
**HOMO-LUMO gap**: 4.214 eV
**HOMO energy**: -6.351 eV
**E**: -1299.727439 Ha

---

A molecular structure, C22H19N2O5S2W, computed with ωB97M-V with the def2-TZVPD basis set.

```
51
Properties=species:S:1:pos:R:3:mulliken_charge:R:1
W -0.13163 -0.64200 -0.01162 1.954
O -1.78060 1.69181 2.38521 -0.682
C -1.59405 1.51193 1.20431 -0.447
O -1.80046 0.33976 0.62433 -0.598
C -1.02811 2.57388 0.27277 0.137
C -1.21174 2.15462 -1.18363 -0.038
C -0.78635 3.24581 -2.15675 -1.041
C 0.75804 3.18489 -2.07374 -1.043
C 0.96778 2.12681 -1.00755 -0.035
O -0.11695 1.17483 -1.31380 -0.496
C 0.54462 2.64258 0.37822 0.047
C 1.12997 1.76912 1.47716 0.007
O 1.65983 2.21820 2.45838 -0.663
O 1.01371 0.46316 1.26140 -0.776
H -1.47848 3.53495 0.51119 0.578
H -2.15036 1.65922 -1.40525 0.690
H -1.14046 3.02684 -3.16119 0.379
H -1.19325 4.21061 -1.85740 0.374
H 1.19461 2.86533 -3.01754 0.364
H 1.21363 4.13078 -1.78687 0.423
H 1.91193 1.59127 -1.03983 0.427
H 0.88227 3.66078 0.55312 0.664
S 1.84891 -2.69407 -3.54656 -0.237
C 3.11685 -1.88174 -2.73547 -0.611
C 2.67506 -1.19024 -1.64681 -0.790
C 1.27213 -1.33283 -1.42792 -0.183
C 0.71207 -2.13014 -2.40284 0.122
C -0.71599 -2.41250 -2.40244 1.531
C -1.39665 -3.18436 -3.33313 -1.027
C -2.75788 -3.37211 -3.18680 -0.395
C -3.42325 -2.78696 -2.11521 -0.822
C -2.69574 -2.02595 -1.22676 -0.141
N -1.37487 -1.84008 -1.36674 0.067
H 4.12547 -1.96313 -3.10875 0.489
H 3.33818 -0.62822 -1.00326 0.465
H -0.85764 -3.63044 -4.15770 0.438
H -3.30098 -3.97359 -3.90336 0.444
H -4.48512 -2.91739 -1.96922 0.449
H -3.15430 -1.54020 -0.37548 0.513
S -0.17238 -2.38846 1.62295 -0.546
C 0.43484 -1.54360 3.04501 0.666
N -0.27812 -0.50115 3.52854 0.070
C 0.12452 0.27719 4.54074 -0.221
C 1.29654 -0.00660 5.19409 -0.581
C 2.03878 -1.09555 4.76567 -0.207
C 1.61348 -1.86469 3.69347 -0.664
H -1.12265 -0.20462 3.03535 0.218
H -0.51702 1.11426 4.77276 0.435
H 1.62621 0.62391 6.00519 0.432
H 2.97162 -1.33924 5.25663 0.417
H 2.19398 -2.70263 3.33717 0.447
```

**F_max**: 0.0146 hartree/bohr
**M**: 639.38 g mol⁻¹
**2S+1**: 3
**Total charge**: +1
**Expectation value of S²**: 2.01
**HOMO-LUMO gap (alpha / beta)**: 7.193 / 7.589 eV
**HOMO energy (alpha / beta)**: -10.993 / -11.346 eV
**E**: -2198.830312 Ha

---

A molecular structure, C22H19N4O2Tc, computed with ωB97M-V with the def2-TZVPD basis set.

```
48
Properties=species:S:1:pos:R:3:mulliken_charge:R:1
Tc -0.01879 -0.60028 -0.37013 0.072
C -0.14318 -0.05408 5.10745 -0.824
N -0.19055 -0.67120 3.78043 0.091
C -0.29279 -2.01924 3.52602 -0.414
C -0.34947 -2.16204 2.17946 -0.694
N -0.28312 -0.90179 1.60976 0.171
C -0.18941 -0.02773 2.61772 -0.508
H 0.24120 -0.78424 5.81332 0.326
H -1.14135 0.25476 5.40903 0.335
H 0.52366 0.80341 5.08634 0.347
H -0.31837 -2.74735 4.31783 0.447
H -0.43461 -3.05617 1.58464 0.495
H -0.12429 1.04337 2.51745 0.509
N 6.95102 -1.99640 -1.67822 -0.354
C 5.84162 -1.74362 -1.52955 -0.214
C 4.45469 -1.43022 -1.34169 0.462
C 4.10463 -0.19605 -0.77951 -0.852
C 2.77100 0.11840 -0.60416 -0.307
C 1.80872 -0.82199 -0.98494 0.886
C 2.14666 -2.06612 -1.51064 -0.555
C 3.48657 -2.36286 -1.71308 -0.722
H 4.87983 0.50395 -0.49991 0.482
H 2.49700 1.07660 -0.17427 0.595
H 1.38341 -2.78993 -1.78568 0.522
H 3.78684 -3.30700 -2.14568 0.502
O -2.40560 0.77850 -0.66537 -0.215
C -2.72201 -0.47578 -0.90969 0.234
C -4.10906 -0.96370 -1.11035 -0.398
C -3.88809 -2.46390 -1.35859 -0.433
C -2.39675 -2.67844 -1.21149 0.051
O -1.73782 -3.66499 -1.21440 -0.467
N -1.78934 -1.37579 -1.01068 0.121
H -4.55148 -0.43701 -1.95884 0.322
H -4.72617 -0.74321 -0.23828 0.339
H -4.19599 -2.78298 -2.35419 0.308
H -4.40454 -3.10157 -0.64228 0.332
C -1.00393 1.00144 -0.69760 0.508
C -0.69233 2.36191 -1.00499 0.974
C -1.62946 3.39176 -0.78638 -0.379
C -1.28486 4.69617 -1.06597 -0.711
C -0.03420 4.98919 -1.60464 -0.374
C 0.88589 3.97650 -1.85916 -0.973
C 0.56850 2.67146 -1.54834 -0.528
H -2.60561 3.16428 -0.38203 0.472
H -1.99197 5.49209 -0.87837 0.435
H 0.21939 6.01407 -1.84044 0.432
H 1.84055 4.21096 -2.30893 0.450
H 1.26393 1.87685 -1.78099 0.700
```

**F_max**: 0.0102 hartree/bohr
**M**: 469.42 g mol⁻¹
**Total charge**: +2
**HOMO-LUMO gap**: 6.724 eV
**HOMO energy**: -14.932 eV
**E**: -1299.422466 Ha

---

A molecular structure, C22H19N6O2PdS3, computed with ωB97M-V with the def2-TZVPD basis set.

```
53
Properties=species:S:1:pos:R:3:mulliken_charge:R:1
Pd 0.08513 -0.40655 0.46643 0.199
N 2.95744 1.74218 7.96479 -0.474
C 2.54571 1.37133 6.71850 1.135
C 2.44710 0.01215 6.37693 -0.818
C 2.03807 -0.36786 5.12101 -0.377
C 1.72043 0.60996 4.18159 -0.363
C 1.78723 1.96749 4.50872 -0.497
C 2.19146 2.34243 5.76737 -0.917
S 1.16099 0.15113 2.61799 2.042
O 1.31489 -1.28049 2.46557 -0.680
O 1.77547 0.94783 1.54429 -0.609
N -0.44846 0.40958 2.49015 -0.113
C -0.93649 1.66529 2.04010 0.352
N -1.33438 1.70026 0.76586 0.013
C -1.84315 2.84534 0.31454 -0.310
C -1.99564 3.95161 1.12823 -0.661
C -1.58173 3.80146 2.43953 -0.184
N -1.03880 2.67373 2.90072 -0.551
H 3.30394 1.05875 8.61105 0.195
H 3.13021 2.70764 8.17217 0.197
H 2.69495 -0.73757 7.11932 0.302
H 1.98130 -1.41197 4.84196 0.489
H 1.52613 2.71050 3.76590 0.412
H 2.23319 3.39238 6.03335 0.281
H -2.14417 2.86150 -0.72847 0.514
H -2.40328 4.88390 0.76218 0.405
H -1.68184 4.60914 3.15774 0.446
S 1.81115 0.92758 -3.57804 -0.202
C 1.24914 1.02500 -1.96779 -0.243
N 1.20608 -0.09430 -1.32357 0.029
C 1.64023 -1.16674 -2.11372 -0.420
C 1.72116 -2.50068 -1.71132 -0.265
C 2.16205 -3.42829 -2.62863 -0.712
C 2.53921 -3.04110 -3.92281 -0.489
C 2.47808 -1.72399 -4.32432 -0.492
C 2.01450 -0.78649 -3.40120 0.717
H 0.97794 1.97223 -1.51913 0.458
H 1.45386 -2.76343 -0.69950 0.566
H 2.21847 -4.47434 -2.35285 0.403
H 2.88643 -3.78895 -4.62503 0.389
H 2.78122 -1.43073 -5.32143 0.404
S -1.61171 -1.64277 -0.66618 -0.423
C -2.64263 -1.66379 0.73358 0.410
N -3.90872 -1.21514 0.59831 -0.034
C -4.77692 -1.06338 1.62629 -0.285
C -4.38532 -1.37895 2.88805 -0.626
C -3.10189 -1.90940 3.07547 -0.222
C -2.25647 -2.08451 2.00741 -0.358
H -4.17830 -0.93185 -0.33362 0.252
H -5.75856 -0.68591 1.38128 0.427
H -5.05543 -1.23108 3.72239 0.421
H -2.77457 -2.17604 4.07294 0.432
H -1.27907 -2.51941 2.12882 0.437
```

**F_max**: 0.0529 hartree/bohr
**M**: 602.06 g mol⁻¹
**Total charge**: +1
**HOMO-LUMO gap (alpha / beta)**: 6.097 / 6.090 eV
**HOMO energy (alpha / beta)**: -10.351 / -10.351 eV
**E**: -2650.993814 Ha

---

A molecular structure, C22H20BrHfN7S2Se3Te, computed with ωB97M-V with the def2-TZVPD basis set.

```
57
Properties=species:S:1:pos:R:3:mulliken_charge:R:1
Hf -1.49313 0.08239 -0.78673 0.421
N -1.52587 0.17502 3.99164 -0.477
C -1.28111 0.26848 2.66397 0.441
S -2.17881 -0.77503 1.62536 -0.401
N -0.30277 1.08308 2.33912 -1.315
N -0.24431 1.32712 0.98341 1.151
C 0.52551 2.31703 0.71505 -0.043
C 1.17108 3.19562 1.73461 -0.562
C 0.35812 4.11216 2.39862 -0.060
C 0.93395 4.76209 3.49761 -0.769
C 2.34518 4.64636 3.76653 -0.323
C 3.13147 3.85361 2.96537 -0.716
C 2.55320 3.11711 1.92030 0.058
C 0.63282 2.63811 -0.73802 0.623
C 1.36270 3.68493 -1.19143 -0.775
C 1.27631 4.07456 -2.55008 -0.556
C 0.38742 3.40060 -3.38958 -0.881
C -0.38500 2.46105 -2.83003 0.011
N -0.23754 1.95668 -1.59451 0.514
H -1.91748 -0.71261 4.29586 0.261
H -0.75605 0.44284 4.55291 0.249
H -0.75130 4.13130 2.26598 0.408
H 0.41374 5.39335 4.20563 0.403
H 2.81964 5.18000 4.62233 0.342
H 4.18100 3.76788 3.12421 0.407
H 3.23223 2.49499 1.34613 0.462
H 1.96225 4.20525 -0.53803 0.644
H 1.94472 4.83321 -2.90031 0.440
H 0.30987 3.64630 -4.46110 0.382
H -1.05576 1.82963 -3.45594 0.338
Se 0.01930 -0.75189 -3.09902 -0.186
Se -1.25843 -1.07089 -5.09493 -0.260
Te -3.27902 -2.12914 -3.94320 -0.120
Se -3.69779 -0.27103 -2.31048 -0.250
C 3.38724 -2.57465 -0.69799 -0.899
N 2.06828 -3.10181 -1.12146 0.205
C 1.97383 -4.35700 -1.72680 -0.644
C 0.66060 -4.59357 -1.76734 -0.626
N -0.04871 -3.55086 -1.14485 0.797
C 0.90029 -2.65358 -0.71498 0.078
S 0.84777 -1.13725 0.11642 -0.470
C -1.42323 -3.59438 -0.69019 0.242
C -1.91000 -4.86815 -0.35918 -0.839
C -3.15564 -5.04063 0.14087 -0.749
C -3.97117 -3.86452 0.25340 -0.961
C -3.41487 -2.66122 -0.16290 -0.213
N -2.17816 -2.47280 -0.63257 0.621
H 3.75819 -3.17898 0.16138 0.344
H 3.22938 -1.53900 -0.37763 0.283
H 4.10839 -2.58268 -1.46717 0.338
H 2.80738 -4.90860 -2.11082 0.455
H 0.10582 -5.41739 -2.12184 0.622
H -1.15984 -5.72660 -0.30985 0.357
H -3.64828 -5.95090 0.36968 0.461
H -5.04980 -3.88214 0.53019 0.367
H -3.99326 -1.76929 -0.16010 0.777
Br -3.09032 2.05582 -0.13754 -0.402
```

**F_max**: 0.0817 hartree/bohr
**M**: 1069.46 g mol⁻¹
**HOMO-LUMO gap**: 6.155 eV
**HOMO energy**: -6.690 eV
**E**: -12124.568358 Ha